Density functional theory data (ωB97M-V with the def2-TZVPD basis set) for a molecular structure, C55H53N5O2Sb2TeY.

Geometry as XYZ:
```
119
Properties=species:S:1:pos:R:3:forces:R:3
Y -0.766370 1.671871 -0.065028 -0.26 0.17 -0.51
C 1.140243 3.308931 -3.089207 -0.02 0.09 -0.11
C 1.121803 1.989923 -3.805532 0.00 -0.13 0.02
C 2.113917 1.686610 -4.730567 0.02 0.08 0.11
C 2.098820 0.482012 -5.413714 0.03 -0.09 -0.04
C 1.057581 -0.406012 -5.202490 0.01 -0.05 0.06
C 0.032247 -0.119975 -4.301715 0.00 0.07 -0.02
C -1.158320 -1.036845 -4.244761 -0.03 0.02 -0.02
C 0.095741 1.066188 -3.558941 -0.16 0.17 -0.08
N -0.929600 1.448640 -2.615524 0.12 0.09 -0.28
C -2.014017 1.923320 -3.269435 0.17 -0.24 0.04
O -2.233293 1.921807 -4.481346 -0.04 0.05 -0.01
C -3.055948 2.529452 -2.372104 0.16 0.05 0.11
C -4.304652 2.888864 -2.844933 -0.07 0.03 -0.03
C -5.168039 3.547245 -1.984255 -0.01 0.00 0.02
C -4.724761 3.898323 -0.716985 -0.10 0.03 0.00
C -3.450770 3.520296 -0.340099 0.08 -0.07 -0.06
N -2.660976 2.794255 -1.129960 -0.18 0.17 -0.12
C -2.797372 4.072545 0.896136 0.25 -0.03 0.10
O -3.402020 4.953037 1.504572 0.03 -0.05 0.14
N -1.547914 3.594378 1.097515 -0.34 0.52 0.35
C -0.812098 4.368471 2.064471 0.03 -0.07 -0.09
C 0.301841 5.075699 1.585375 -0.14 0.00 0.10
C 0.726040 4.924124 0.154433 0.01 0.12 -0.02
C 1.049542 5.857805 2.455485 0.03 -0.04 -0.05
C 0.719131 5.926345 3.799383 0.01 0.01 0.03
C -0.357516 5.196921 4.273268 -0.07 -0.02 0.02
C -1.140067 4.412930 3.427830 0.11 0.01 -0.12
C -2.265578 3.605188 4.008825 -0.06 0.07 -0.03
H 2.030358 3.880386 -3.355392 -0.03 0.00 -0.01
H 0.256892 3.908540 -3.329649 0.04 -0.04 0.02
H 1.154010 3.187900 -2.006157 0.03 -0.04 0.07
H 2.912689 2.402800 -4.905513 -0.08 -0.06 0.02
H 2.890159 0.239775 -6.116069 -0.07 0.02 0.05
H 1.027864 -1.347121 -5.745542 -0.01 0.08 0.05
H -0.935471 -1.980121 -4.743761 0.00 0.03 -0.01
H -1.449049 -1.276373 -3.222439 0.03 -0.02 0.07
H -2.009306 -0.561880 -4.747325 0.09 -0.03 0.08
H -4.546958 2.660928 -3.873122 -0.01 0.01 0.01
H -6.161692 3.827247 -2.313317 0.02 0.00 0.00
H -5.306461 4.490758 -0.023406 0.01 -0.03 -0.05
H 1.096350 3.905555 -0.009120 0.03 -0.12 0.01
H -0.082751 5.117086 -0.554702 0.03 -0.03 0.05
H 1.565711 5.581338 -0.079838 -0.06 0.01 0.00
H 1.911302 6.399711 2.075027 -0.07 -0.05 0.03
H 1.313329 6.526767 4.479163 -0.03 -0.02 -0.03
H -0.600186 5.216972 5.332646 0.03 0.00 -0.09
H -3.212491 4.139299 3.910100 0.00 0.01 0.00
H -2.368551 2.655093 3.486952 0.01 0.01 -0.01
H -2.075565 3.392941 5.064318 -0.03 0.03 -0.10
C 2.376360 0.067069 -1.483297 -0.08 0.03 -0.21
C 3.663493 0.080462 -0.671710 -0.13 -0.01 0.16
C 3.332174 0.656732 0.697643 0.01 -0.22 0.00
Sb 1.842564 -0.735198 1.605600 0.47 -0.14 0.17
C 3.676332 -1.844911 2.174178 -0.05 -0.09 0.05
C 4.061450 -3.033299 1.554228 0.03 0.01 -0.07
C 5.259973 -3.667645 1.876408 0.00 0.04 0.03
C 6.095756 -3.125973 2.844343 -0.06 0.05 0.01
C 5.728179 -1.941289 3.477250 -0.02 -0.07 -0.05
C 4.536812 -1.309694 3.137353 0.03 -0.06 0.01
C 0.738452 -1.917248 3.111707 -0.01 0.12 0.16
C -0.649694 -1.931811 3.029404 -0.08 -0.03 0.04
C -1.422682 -2.609722 3.960359 0.01 0.00 0.01
C -0.807412 -3.270674 5.020908 0.04 0.02 -0.02
C 0.577530 -3.252086 5.122461 -0.04 -0.03 0.00
C 1.344240 -2.584757 4.167592 0.07 -0.13 0.02
Sb 0.679046 -1.328083 -0.982342 0.01 0.07 0.26
C -0.222589 -3.119551 0.035057 -0.01 -0.07 -0.04
C 0.463886 -4.145104 0.681515 -0.02 0.00 0.04
C -0.210215 -5.162202 1.347669 0.01 0.02 -0.03
C -1.600961 -5.183938 1.364561 -0.02 0.05 -0.04
C -2.306033 -4.185680 0.704376 0.02 -0.02 0.00
C -1.615470 -3.167564 0.050346 0.02 -0.05 0.01
C 1.429450 -2.738850 -2.471856 -0.05 -0.04 0.00
C 0.577845 -3.749566 -2.917304 0.00 -0.07 -0.04
C 0.968855 -4.631648 -3.918311 0.07 0.06 0.02
C 2.242639 -4.537351 -4.470928 -0.02 0.07 0.09
C 3.115494 -3.559833 -4.007361 -0.08 -0.06 -0.01
C 2.706162 -2.666645 -3.021554 0.11 0.05 -0.03
H 2.515942 -0.064616 -2.555369 0.10 0.03 -0.05
H 1.922395 1.068372 -1.386164 -0.05 0.02 0.03
H 4.439957 0.668593 -1.176265 0.04 0.03 -0.02
H 4.070437 -0.932344 -0.566671 0.01 -0.07 0.02
H 2.881653 1.640754 0.607575 -0.13 0.15 -0.02
H 4.172386 0.726446 1.383929 0.15 -0.05 0.00
H 3.433137 -3.474356 0.782828 0.09 0.07 0.10
H 5.539812 -4.584680 1.365855 -0.02 0.07 0.04
H 7.028211 -3.618200 3.101652 -0.06 0.04 -0.02
H 6.371839 -1.506563 4.235807 -0.03 -0.03 -0.04
H 4.277503 -0.381185 3.641736 0.00 -0.05 -0.05
H -1.142654 -1.417200 2.210248 0.03 0.00 0.04
H -2.505343 -2.623086 3.855243 0.11 -0.01 0.02
H -1.404723 -3.796354 5.759995 0.05 0.04 -0.06
H 1.071261 -3.761741 5.945983 -0.06 0.04 -0.06
H 2.427724 -2.604931 4.257497 -0.13 0.03 -0.02
H 1.550295 -4.147697 0.691947 -0.09 0.00 0.00
H 0.350589 -5.933355 1.867226 -0.03 0.05 -0.03
H -2.128037 -5.970836 1.894507 0.03 0.05 -0.03
H -3.393437 -4.191248 0.705349 0.08 -0.01 0.01
H -2.181041 -2.392391 -0.460772 0.02 -0.02 0.03
H -0.407012 -3.862430 -2.470239 0.08 0.03 -0.06
H 0.280595 -5.397744 -4.258542 0.03 0.01 0.00
H 2.555981 -5.227926 -5.245955 -0.01 0.02 0.02
H 4.118206 -3.486550 -4.414869 -0.04 -0.01 0.01
H 3.402395 -1.902270 -2.686864 -0.10 -0.14 -0.05
Te 0.548584 1.550583 2.599538 0.32 -0.26 -0.12
N -3.304994 -0.328331 -1.590691 0.04 0.02 0.24
C -3.614154 -0.215144 -0.282388 0.05 0.22 0.28
C -4.849658 -0.701552 0.189930 0.02 -0.04 0.06
C -5.127196 -0.634567 1.530903 -0.10 -0.03 -0.07
C -4.190147 -0.085132 2.405535 -0.05 0.00 0.18
C -3.022927 0.397407 1.878569 0.04 -0.01 -0.25
N -2.721238 0.368495 0.557293 -0.44 -0.46 -0.22
H -3.975678 -0.688690 -2.241381 -0.04 -0.04 -0.01
H -2.419691 0.000284 -1.948516 0.20 -0.01 -0.06
H -5.550428 -1.135047 -0.514605 0.06 0.02 0.05
H -6.071378 -1.014546 1.905707 0.05 0.01 -0.02
H -4.357301 -0.033491 3.473853 0.00 0.00 -0.10
H -2.251333 0.819326 2.508748 0.06 0.03 0.03
```
Forces are in eV/Å.

## Properties
M = 1276.09 g mol⁻¹
Net charge = -1
Highest occupied orbital energy = -4.06 eV
Relative energy (zero: lowest compared OMol25 entry of this formula, charge and spin) = 12.0 kJ/mol
Spin multiplicity = 1